Here is one molecule with the formula C5H8N2 at a distorted geometry from the Open Molecules 2025 dataset. Energies are from ωB97M-V/def2-TZVPD.

- multiplicity = 1
- E_LUMO (hartree) = 0.03094
- net charge = 0

Last column: Löwdin charge in e.
Element x y z (Å)
C -0.149 1.480 -0.130  -0.037
C -0.657 -0.077 -0.663  -0.171
C 0.704 -0.528 -1.176  -0.188
N 1.067 -0.470 0.256  -0.059
C -0.299 -0.894 0.586  -0.329
C -0.922 -0.428 1.834  -0.174
N -1.424 -0.004 2.786  0.152
H 0.934 1.717 -0.265  0.081
H -0.706 2.218 -0.674  0.045
H -0.263 1.642 0.959  0.060
H -1.564 -0.422 -1.228  0.143
H 1.149 0.191 -1.871  0.109
H 0.805 -1.547 -1.574  0.112
H 1.860 -0.944 0.629  0.111
H -0.403 -1.987 0.514  0.145

Here is a 2-piece molecular cluster, C4H13N2O3 overall at a distorted geometry from the Open Molecules 2025 dataset. Energies are from ωB97M-V/def2-TZVPD.

- multiplicity = 1
- E_LUMO (hartree) = -0.09770
- net charge = +1

Last column: Löwdin charge in e.
Element x y z (Å)
C -0.892 -0.835 -1.739  -0.173
O -2.198 -0.239 -1.841  -0.061
C -0.183 0.211 -0.847  -0.221
C 1.240 -0.246 -0.393  -0.042
C 1.803 0.916 0.430  -0.493
N 3.100 1.087 0.748  0.190
O 1.016 1.587 1.100  0.024
N -1.189 0.424 0.347  0.224
H -0.765 -1.878 -1.334  0.149
H -0.451 -0.911 -2.716  0.124
H -2.410 -0.029 -2.759  0.115
H 0.003 1.192 -1.285  0.157
H 1.286 -1.210 0.148  0.144
H 1.727 -0.490 -1.346  0.134
H 3.350 1.927 1.236  0.122
H 3.921 0.660 0.359  0.118
H -0.623 0.307 1.176  0.124
H -1.949 -0.291 0.278  0.149
H -1.430 1.398 0.223  0.160
H -1.939 -1.902 2.834  0.053
H -1.959 -3.083 1.792  0.052
O -1.833 -2.138 1.908  -0.048

Here is C4H10N2O as an isolated structure at a distorted geometry from the Open Molecules 2025 dataset. Energies are from ωB97M-V/def2-TZVPD.

- multiplicity = 1
- E_LUMO (hartree) = 0.02999
- net charge = 0

Last column: Löwdin charge in e.
Element x y z (Å)
C -1.371 -0.831 0.841  -0.078
C -1.573 -0.002 -0.390  -0.046
C -0.430 0.320 0.620  -0.429
C 0.965 0.035 0.207  -0.444
N 1.897 0.904 0.684  0.148
N 1.182 -0.990 -0.519  0.091
O -0.533 1.459 1.425  0.010
H -1.450 1.569 1.692  0.104
H 1.605 1.657 1.286  0.091
H 2.874 0.750 0.490  0.105
H 0.815 -0.834 -2.756  -0.008
H 2.167 -1.138 -0.726  0.044
H -2.082 -0.748 1.654  0.105
H -0.954 -1.817 0.711  0.100
H -2.391 0.705 -0.404  0.100
H -1.335 -0.460 -1.337  0.080
H 0.612 -0.577 -3.476  0.026

Here is a 7-piece molecular cluster, C3H21N2O6 overall at a distorted geometry from the Open Molecules 2025 dataset. Energies are from ωB97M-V/def2-TZVPD.

- multiplicity = 2
- ⟨S²⟩ = 0.76
- E_LUMO (alpha / beta) (hartree) = -0.25399 / -0.51025
- net charge = +2

Last column: Löwdin charge in e.
Element x y z (Å)
C -1.808 0.107 3.645  -0.027
C -1.640 1.424 2.890  -0.157
N -1.054 1.187 1.551  0.103
C -0.833 2.169 0.720  -0.099
N -0.627 2.037 -0.574  0.214
H -1.240 0.208 4.565  0.099
H -2.858 -0.156 3.751  0.101
H -1.401 -0.677 3.022  0.041
H -2.612 1.890 2.702  0.146
H -1.049 2.222 3.334  0.139
H -1.165 0.265 1.164  0.153
H -0.954 3.202 1.039  0.182
H 0.021 1.282 -0.865  0.099
H -0.451 2.873 -1.124  0.141
H 1.017 -0.967 -4.378  0.054
H 1.975 0.213 -4.172  0.051
O 1.059 -0.062 -4.049  -0.051
H 0.317 -3.238 -0.202  0.064
H 1.780 -3.334 -0.789  0.116
O 1.161 -2.747 -0.322  0.024
H 1.070 -1.929 2.865  0.145
H 0.934 -2.070 1.214  0.053
O 0.536 -1.758 2.067  0.234
H -0.830 -4.311 -2.217  0.085
H -1.142 -2.902 -2.205  0.067
O -1.063 -3.628 -1.564  -0.026
H 2.477 0.944 -1.143  0.063
H 1.555 -0.144 -1.748  0.027
O 1.759 0.328 -0.926  -0.063
H 1.618 2.434 -3.546  0.060
H 1.393 2.542 -2.009  -0.016
O 2.053 2.594 -2.695  -0.023

For each record above, in turn, the calculated E values are -304.72059 -495.21229 -343.09489 -687.10935 hartree.
For each record above, in turn, the calculated energy relative to the best compared isomer or geometry (same formula, charge and spin) values are 301.7 97.5 279.8 58.4 kJ/mol.